# 1
Density functional theory data (ωB97M-V/def2-TZVPD) for 16 unconnected molecules or ions with the total composition C57H159N19O17.

The electronic energy comes out at -124797.628 eV.

Geometry as XYZ:
```
252
C57H159N19O17 | OMol25 | ωB97M-V/def2-TZVPD
C -3.82 5.83 2.06
O -4.46 6.01 3.03
N -2.88 4.99 2.01
N -4.09 6.47 1.00
H -2.15 5.21 1.35
H -2.73 4.45 2.85
H -3.37 6.34 0.30
H -4.79 7.20 0.98
C 0.48 5.04 3.77
O 0.11 3.98 3.32
N 0.76 6.00 2.94
N 0.47 5.41 5.00
H 0.67 5.75 1.97
H 0.95 6.97 3.17
H 0.68 6.34 5.34
H 0.44 4.73 5.74
C 0.97 -5.50 1.11
O 1.20 -5.64 -0.06
N 0.02 -6.20 1.71
N 1.56 -4.74 1.96
H -0.60 -6.79 1.16
H -0.21 -5.87 2.63
H 2.21 -4.00 1.74
H 1.34 -4.94 2.93
C -1.78 2.66 -2.70
O -2.20 3.95 -2.95
C -3.27 4.43 -2.09
C -3.39 6.00 -2.38
N -2.20 6.72 -1.91
C -2.35 8.20 -2.04
C -1.76 8.85 -3.28
O -0.47 8.29 -3.52
C -0.54 7.33 -4.53
H -2.55 1.90 -2.81
H -1.48 2.43 -1.67
H -0.95 2.53 -3.39
H -3.16 4.09 -1.06
H -4.18 3.96 -2.45
H -4.30 6.39 -1.92
H -3.40 6.21 -3.45
H -1.47 6.45 -2.56
H -1.88 8.60 -1.14
H -3.40 8.46 -1.92
H -1.71 9.92 -3.10
H -2.47 8.76 -4.10
H -0.97 7.84 -5.40
H -1.03 6.39 -4.28
H 0.42 6.96 -4.88
C -0.98 -5.28 6.44
C -0.94 -4.62 5.04
C -1.11 -3.11 4.98
O -1.64 -2.69 3.72
C -0.92 -2.77 2.54
N 0.40 -4.99 4.65
H -1.99 -5.02 6.76
H -0.37 -4.88 7.25
H -0.95 -6.37 6.34
H -1.64 -5.07 4.34
H -0.22 -2.54 5.26
H -1.94 -2.91 5.66
H -0.89 -3.80 2.19
H 0.10 -2.43 2.72
H -1.34 -2.05 1.85
H 1.04 -4.25 4.88
H 0.76 -5.74 5.22
C -3.53 -4.05 -3.71
C -4.08 -4.28 -2.27
C -5.01 -5.48 -2.09
O -6.09 -5.53 -2.91
C -7.14 -4.65 -2.64
N -3.02 -4.39 -1.28
H -3.12 -3.04 -3.72
H -4.30 -4.06 -4.49
H -2.73 -4.73 -3.99
H -4.66 -3.38 -2.07
H -5.29 -5.65 -1.05
H -4.53 -6.41 -2.35
H -7.97 -4.64 -3.34
H -6.80 -3.62 -2.76
H -7.43 -4.65 -1.59
H -2.56 -5.28 -1.36
H -2.31 -3.69 -1.47
C 0.45 0.45 2.56
C 0.51 1.05 1.17
C 0.49 0.11 -0.04
O 1.21 -1.03 0.15
C 1.04 -2.03 -0.87
N -0.67 1.91 1.05
H -0.50 -0.04 2.79
H 0.49 1.23 3.31
H 1.26 -0.26 2.74
H 1.44 1.62 1.07
H 0.86 0.66 -0.91
H -0.54 -0.19 -0.27
H 1.56 -2.92 -0.50
H 1.48 -1.73 -1.82
H 0.04 -2.28 -1.20
H -0.55 2.69 1.68
H -1.51 1.42 1.32
C 1.99 -1.05 -7.21
C 2.58 -0.87 -5.78
C 2.11 0.47 -5.08
O 2.52 0.47 -3.72
C 2.45 1.76 -3.14
N 2.05 -1.95 -4.91
H 1.99 -0.10 -7.73
H 0.96 -1.41 -7.09
H 2.58 -1.83 -7.70
H 3.67 -0.95 -5.77
H 1.05 0.54 -5.32
H 2.63 1.26 -5.61
H 1.43 2.02 -2.87
H 2.81 2.60 -3.72
H 2.95 1.82 -2.17
H 2.04 -1.57 -3.97
H 2.52 -2.84 -4.95
C 2.60 -3.64 7.67
C 2.31 -2.66 6.54
C 3.16 -1.40 6.61
O 2.84 -0.32 5.75
C 1.65 0.42 6.17
N 2.60 -3.14 5.22
H 2.01 -4.55 7.58
H 2.33 -3.22 8.64
H 3.64 -3.98 7.69
H 1.27 -2.33 6.64
H 4.21 -1.64 6.42
H 3.06 -1.01 7.62
H 0.80 0.15 5.53
H 1.75 1.49 5.98
H 1.39 0.28 7.22
H 2.51 -2.48 4.45
H 3.59 -3.34 5.13
C -3.77 -0.81 0.39
C -3.91 0.65 -0.08
C -5.29 0.91 -0.73
O -5.90 -0.12 -1.57
C -5.22 -0.23 -2.82
N -3.74 1.51 1.10
H -2.80 -0.86 0.88
H -3.70 -1.60 -0.36
H -4.44 -1.07 1.20
H -3.14 0.83 -0.83
H -5.30 1.84 -1.31
H -6.02 1.20 0.03
H -4.28 0.32 -2.86
H -5.69 0.24 -3.69
H -5.04 -1.25 -3.13
H -4.35 1.19 1.84
H -4.00 2.46 0.86
C 4.37 -3.72 -0.56
C 4.44 -3.31 0.97
C 5.88 -3.08 1.34
O 6.70 -4.18 1.08
C 8.05 -3.88 1.35
N 3.65 -2.16 1.27
H 4.57 -2.80 -1.10
H 3.36 -4.07 -0.78
H 5.15 -4.43 -0.85
H 4.09 -4.17 1.54
H 5.95 -2.74 2.37
H 6.21 -2.32 0.64
H 8.80 -4.64 1.12
H 8.10 -3.69 2.42
H 8.31 -2.94 0.86
H 2.72 -2.25 0.89
H 3.97 -1.38 0.71
C -2.75 2.41 4.68
C -2.26 0.91 5.03
C -2.23 0.58 6.52
O -1.17 1.39 7.02
C -1.20 1.79 8.33
N -3.04 -0.01 4.20
H -3.82 2.38 4.87
H -2.61 2.73 3.65
H -2.39 3.08 5.46
H -1.25 0.82 4.62
H -2.23 -0.49 6.69
H -3.16 0.96 6.95
H -2.12 2.31 8.60
H -0.43 2.54 8.55
H -1.02 1.02 9.07
H -2.48 -0.85 4.20
H -3.00 0.28 3.23
C 2.08 4.35 0.00
C 1.28 5.53 -0.54
C 1.18 5.77 -2.08
O 2.29 5.18 -2.76
C 3.58 5.86 -2.69
N -0.07 5.59 0.08
H 3.12 4.31 -0.32
H 1.63 3.38 -0.19
H 2.18 4.45 1.08
H 1.84 6.42 -0.25
H 1.02 6.82 -2.31
H 0.34 5.22 -2.49
H 3.59 6.82 -3.19
H 4.31 5.21 -3.16
H 3.86 6.02 -1.65
H -0.63 6.18 -0.50
H -0.55 4.71 -0.02
C -3.92 -1.20 -7.11
C -3.61 0.17 -6.46
C -2.28 0.11 -5.67
O -2.54 -0.67 -4.45
C -1.26 -0.77 -3.91
N -3.61 1.17 -7.52
H -3.00 -1.60 -7.53
H -4.77 -1.20 -7.79
H -4.23 -1.86 -6.30
H -4.49 0.34 -5.85
H -2.04 1.13 -5.37
H -1.45 -0.28 -6.26
H -0.65 -1.57 -4.34
H -1.41 -1.03 -2.86
H -0.71 0.16 -3.81
H -4.43 1.11 -8.10
H -3.78 2.10 -7.18
C 3.78 2.52 3.04
C 4.08 1.26 2.21
C 5.05 1.39 1.01
O 5.23 0.05 0.49
C 5.98 0.10 -0.71
N 4.54 0.20 3.13
H 3.34 3.22 2.33
H 4.62 3.01 3.54
H 3.08 2.39 3.87
H 3.18 0.80 1.82
H 5.97 1.88 1.32
H 4.53 1.97 0.25
H 5.92 -0.92 -1.10
H 7.00 0.36 -0.46
H 5.48 0.70 -1.47
H 3.77 0.08 3.77
H 4.63 -0.66 2.61
C 0.07 -5.12 -4.25
C 1.25 -5.86 -3.77
C 2.43 -5.02 -3.39
O 3.09 -4.36 -4.50
C 3.42 -5.28 -5.57
N 0.83 -6.68 -2.63
H 0.34 -4.75 -5.24
H -0.20 -4.24 -3.67
H -0.76 -5.75 -4.57
H 1.43 -6.59 -4.55
H 3.17 -5.61 -2.84
H 2.08 -4.18 -2.79
H 3.97 -4.66 -6.28
H 2.56 -5.74 -6.04
H 4.13 -6.04 -5.24
H 1.49 -7.45 -2.53
H 0.86 -6.13 -1.79
```

---

# 2
Density functional theory data (ωB97M-V/def2-TZVPD) for a molecular structure, C57H38Cl4IrN7O2S.

The energy above the lowest of the compared OMol25 structures with the same formula, charge and spin is 27.2 kJ/mol. As for the spin multiplicity: 2. The net charge is +1.

Geometry as XYZ:
```
110
C57H38Cl4IrN7O2S | OMol25 | ωB97M-V/def2-TZVPD
Ir -0.25 0.53 -0.50
Cl -4.45 7.21 4.69
C -3.65 6.08 3.67
C -2.33 6.29 3.31
C -1.68 5.37 2.51
C -2.34 4.23 2.04
C -3.68 4.05 2.41
C -4.33 4.96 3.22
C -1.65 3.22 1.20
C -2.36 2.66 0.12
C -3.58 3.17 -0.41
C -4.07 2.23 -1.26
C -3.14 1.16 -1.28
C -3.27 0.03 -2.11
C -4.61 -0.24 -2.68
C -4.81 -0.16 -4.06
C -6.07 -0.35 -4.60
C -7.13 -0.66 -3.77
Cl -8.70 -0.90 -4.44
C -6.95 -0.76 -2.40
C -5.69 -0.53 -1.86
C -2.18 -0.73 -2.51
N -0.89 -0.44 -2.17
C -0.10 -1.26 -2.91
C 1.29 -1.20 -2.97
C 1.99 -2.24 -3.77
C 2.48 -2.01 -5.05
C 3.09 -3.04 -5.76
C 3.22 -4.29 -5.17
Cl 3.97 -5.57 -6.06
C 2.74 -4.53 -3.90
C 2.12 -3.51 -3.20
C 2.08 -0.29 -2.26
C 3.49 -0.11 -2.46
C 3.92 0.70 -1.46
C 2.79 1.01 -0.64
N 1.67 0.44 -1.18
C 2.84 1.72 0.56
C 1.70 2.13 1.23
C 1.67 2.81 2.49
C 0.39 3.23 2.69
C -0.36 2.82 1.53
N 0.43 2.03 0.73
C 4.16 2.13 1.10
C 4.44 3.49 1.24
C 5.64 3.92 1.78
C 6.56 2.98 2.21
Cl 8.04 3.50 2.93
C 6.30 1.62 2.08
C 5.11 1.20 1.52
C -0.92 -2.15 -3.69
C -2.21 -1.83 -3.44
N -2.07 1.44 -0.46
H -1.81 7.18 3.66
H -0.66 5.56 2.20
H -4.21 3.17 2.07
H -5.36 4.81 3.50
H -3.98 4.15 -0.22
H -4.98 2.27 -1.85
H -3.97 0.08 -4.71
H -6.22 -0.26 -5.67
H -7.78 -1.01 -1.76
H -5.55 -0.61 -0.79
H 2.35 -1.04 -5.50
H 3.45 -2.87 -6.76
H 2.84 -5.52 -3.46
H 1.71 -3.69 -2.20
H 4.06 -0.55 -3.26
H 4.92 1.08 -1.30
H 2.52 2.95 3.13
H -0.01 3.74 3.54
H 3.71 4.23 0.91
H 5.85 4.97 1.88
H 7.01 0.90 2.45
H 4.88 0.15 1.47
H -0.54 -2.91 -4.36
H -3.10 -2.28 -3.84
O 0.18 -3.74 0.03
C -0.05 -2.56 0.26
O 0.48 -1.58 -0.37
C -0.98 -2.22 1.42
C -1.26 -3.28 2.31
C -1.93 -3.01 3.46
C -2.37 -1.69 3.70
C -3.02 -1.32 4.91
C -3.44 -0.03 5.11
C -3.26 0.92 4.09
C -2.64 0.59 2.92
C -2.13 -0.71 2.71
N -1.41 -0.99 1.58
H -0.91 -4.26 2.05
H -2.14 -3.78 4.19
H -3.17 -2.08 5.66
H -3.90 0.25 6.05
H -3.63 1.94 4.24
H -2.51 1.32 2.14
C 5.11 -3.10 -0.55
N 4.24 -2.27 0.26
C 3.33 -2.60 1.20
S 2.58 -1.34 2.09
N 3.04 -3.86 1.54
C 3.31 -5.14 0.89
H 5.76 -2.43 -1.12
H 4.56 -3.72 -1.27
H 5.75 -3.73 0.07
H 4.25 -1.29 0.05
H 2.31 -3.90 2.23
H 4.09 -5.06 0.15
H 2.40 -5.49 0.40
H 3.61 -5.86 1.64
```

---

# 3
Density functional theory data (ωB97M-V/def2-TZVPD) for a molecular structure, C57H42Br4CdN4O4P2S.

The energy above the lowest of the compared OMol25 structures with the same formula, charge and spin is 499.7 kJ/mol. The net charge is -2.

Geometry as XYZ:
```
115
C57H42Br4CdN4O4P2S | OMol25 | ωB97M-V/def2-TZVPD
Cd 0.90 -0.22 -0.43
O 2.00 -0.59 2.00
N 2.03 -1.71 2.52
N 1.17 -2.67 2.05
O 0.29 -2.40 1.17
C 1.46 -3.89 2.64
C 1.95 -4.06 3.93
C 1.41 -5.09 4.72
C 0.62 -6.10 4.11
C 0.42 -6.11 2.74
C 0.96 -5.04 2.00
H 2.63 -3.30 4.34
H 1.62 -5.11 5.80
H 0.14 -6.88 4.73
H -0.11 -6.87 2.20
H 0.94 -5.00 0.89
Br 2.15 -6.61 -3.76
C 2.24 -5.07 -2.59
C 3.32 -4.98 -1.69
Br 4.19 -6.60 -1.34
C 3.71 -3.75 -1.17
Br 5.39 -3.66 -0.36
C 2.74 -2.71 -1.12
O 2.84 -1.64 -0.46
C 1.44 -2.90 -1.84
O 0.55 -1.97 -1.76
C 1.27 -4.07 -2.64
Br -0.20 -4.27 -3.74
C -2.91 1.70 1.32
N -2.90 2.69 0.25
C -2.22 2.42 -1.02
P -1.55 0.59 -1.34
C -1.32 0.52 -3.17
C -1.64 -0.62 -3.92
C -1.46 -0.59 -5.30
C -0.89 0.49 -5.95
C -0.49 1.56 -5.19
C -0.73 1.62 -3.83
C -2.97 -0.52 -1.22
C -4.31 -0.13 -1.57
C -5.31 -1.05 -1.55
C -5.02 -2.41 -1.19
C -3.66 -2.81 -0.94
C -2.63 -1.89 -0.94
C -3.70 3.83 0.35
C -3.21 5.16 0.41
C -4.08 6.20 0.50
C -5.41 6.01 0.64
C -5.94 4.74 0.55
C -5.09 3.69 0.53
P -1.17 1.03 1.62
C -0.24 2.47 2.30
C 1.19 2.44 2.16
C 2.00 3.62 2.71
C 1.18 4.71 3.30
C -0.17 4.75 3.10
C -0.90 3.62 2.73
C -1.60 0.01 2.96
C -1.24 0.27 4.27
C -1.93 -0.41 5.30
C -2.89 -1.34 4.98
C -3.08 -1.77 3.69
C -2.32 -1.17 2.67
H -3.67 0.88 1.31
H -3.21 2.25 2.27
H -1.25 2.97 -1.16
H -2.82 2.68 -1.89
H -2.04 -1.53 -3.49
H -1.90 -1.41 -5.94
H -0.90 0.57 -7.04
H -0.26 2.52 -5.71
H -0.54 2.54 -3.26
H -4.54 0.88 -1.92
H -6.37 -0.74 -1.69
H -5.83 -3.11 -1.01
H -3.46 -3.92 -0.88
H -1.57 -2.21 -0.77
H -2.16 5.31 0.72
H -3.65 7.21 0.59
H -6.07 6.86 0.61
H -7.05 4.53 0.48
H -5.45 2.65 0.58
H 1.64 1.47 2.42
H 2.86 3.27 3.35
H 1.63 5.54 3.81
H -0.72 5.64 3.38
H -1.98 3.71 2.77
H -0.39 0.95 4.46
H -1.82 -0.10 6.32
H -3.54 -1.74 5.73
H -3.73 -2.60 3.47
H -2.19 -1.70 1.72
S 5.98 0.65 -1.35
C 5.87 -0.37 -2.73
C 6.80 -1.20 -3.29
C 6.43 -1.91 -4.45
C 5.09 -1.89 -4.92
C 4.09 -1.12 -4.33
C 4.50 -0.35 -3.21
N 3.63 0.45 -2.51
C 4.28 1.04 -1.49
C 3.62 1.95 -0.55
C 4.47 2.88 0.15
C 3.96 3.72 1.09
C 2.52 3.93 1.29
C 1.65 2.82 0.66
C 2.34 1.71 -0.05
H 7.80 -1.16 -2.86
H 7.24 -2.39 -5.01
H 4.87 -2.59 -5.77
H 3.03 -1.23 -4.56
H 5.55 2.95 -0.13
H 4.63 4.40 1.61
H 2.30 4.96 0.97
H 0.83 3.20 0.07
```